No. 1
Here is an isolated molecule of C3H5NO2 at a distorted geometry from the Open Molecules 2025 dataset. Energies are from ωB97M-V/def2-TZVPD.

```
11
Properties=species:S:1:pos:R:3:forces:R:3:nbo_charge:R:1
O -1.815 -0.999 0.015 0.5 2.4 0.2 -0.572
C -0.980 -0.095 0.014 0.1 -3.7 0.1 0.756
O -1.187 1.193 0.185 0.9 1.7 -0.2 -0.669
C 0.449 -0.526 -0.269 3.2 -0.2 -2.6 -0.204
C 1.940 -0.368 0.493 -2.8 -2.1 0.0 -0.229
N 1.289 0.648 -0.332 1.2 -0.1 1.6 -0.638
H -0.338 1.777 0.025 -1.7 -2.2 0.5 0.527
H 0.694 -1.199 -1.235 -1.5 1.2 2.5 0.213
H 2.729 -1.203 0.101 -2.0 2.5 1.0 0.229
H 1.699 -0.267 1.583 1.1 0.0 -1.1 0.223
H 1.749 0.739 -1.181 1.0 0.4 -1.9 0.364
```
Forces are in eV/Å.

The value obtained for the strongest force on any atom is 0.081 hartree/bohr. The HOMO energy is -10.09 eV. The calculation puts the energy above the lowest of the compared OMol25 structures with the same formula, charge and spin at 297.5 kJ/mol.

No. 2
Here is a structure of composition C31H25F5N5O2Pd from the Open Molecules 2025 dataset. Energies are from ωB97M-V/def2-TZVPD.

```
69
Properties=species:S:1:pos:R:3:forces:R:3:nbo_charge:R:1
Pd 0.379 -0.027 0.677 -0.1 0.1 -0.1 0.986
C -2.520 -1.397 -0.979 0.0 0.1 0.1 -0.618
C -1.586 -2.576 -1.053 -0.1 0.0 -0.1 -0.033
C -1.585 -3.380 -2.186 0.0 0.0 0.0 -0.232
C -0.789 -4.512 -2.254 0.0 0.1 0.1 -0.236
C -0.011 -4.850 -1.157 0.0 0.0 0.0 -0.223
C 0.013 -4.069 -0.005 0.1 -0.1 0.0 0.003
C 0.872 -4.476 1.157 0.0 0.0 0.1 -0.652
C -0.760 -2.900 0.035 -0.1 0.1 0.0 0.145
N -0.655 -1.953 1.067 0.1 -0.1 -0.1 -0.695
C -0.968 -2.209 2.332 0.0 0.1 0.2 0.609
O -1.430 -3.236 2.839 0.0 -0.1 -0.1 -0.690
C -0.797 -0.987 3.232 0.0 0.0 -0.1 0.159
C -1.052 -0.988 4.593 0.0 0.0 0.0 -0.220
C -0.947 0.218 5.277 0.0 0.0 0.0 -0.171
C -0.642 1.393 4.598 0.0 0.0 0.0 -0.221
C -0.407 1.312 3.236 0.0 0.0 -0.1 0.144
N -0.459 0.141 2.624 0.1 -0.1 0.0 -0.451
C -0.206 2.524 2.335 0.0 -0.1 0.1 0.614
O -0.323 3.639 2.850 0.0 0.1 0.0 -0.687
N -0.003 2.219 1.047 0.1 0.0 0.1 -0.749
C -0.132 3.266 0.116 0.0 0.0 0.1 0.153
C -1.399 3.815 -0.142 -0.1 0.0 0.0 -0.025
C -2.596 3.362 0.643 0.0 0.0 0.0 -0.640
C -1.539 4.763 -1.149 0.0 0.0 0.0 -0.225
C -0.450 5.178 -1.901 0.0 0.0 0.1 -0.242
C 0.797 4.633 -1.636 0.0 0.0 0.0 -0.217
C 0.970 3.680 -0.639 0.1 0.1 -0.1 -0.028
C 2.325 3.097 -0.372 0.0 -0.1 0.0 -0.631
H -2.856 -1.106 -1.975 0.0 0.0 0.0 0.198
H -2.066 -0.533 -0.489 0.0 0.0 -0.1 0.214
H -3.403 -1.650 -0.386 0.0 0.0 0.0 0.220
H -2.219 -3.108 -3.024 0.0 0.0 0.0 0.196
H -0.772 -5.122 -3.148 0.0 0.0 0.0 0.206
H 0.609 -5.738 -1.190 0.0 0.0 0.0 0.200
H 1.481 -5.341 0.889 0.0 0.0 0.0 0.196
H 0.251 -4.722 2.019 0.0 0.0 0.0 0.245
H 1.536 -3.668 1.465 -0.1 -0.1 0.0 0.241
H -1.333 -1.917 5.068 0.0 0.0 0.0 0.242
H -1.127 0.246 6.344 0.0 0.0 0.0 0.208
H -0.600 2.360 5.077 0.0 0.0 0.0 0.241
H -2.622 2.272 0.718 0.0 0.0 0.0 0.221
H -3.518 3.703 0.170 0.0 0.0 0.0 0.200
H -2.556 3.747 1.663 0.0 0.0 0.0 0.240
H -2.523 5.176 -1.345 0.0 0.0 0.0 0.197
H -0.572 5.917 -2.683 0.0 0.0 0.0 0.200
H 1.660 4.946 -2.214 0.0 0.0 0.0 0.197
H 3.042 3.428 -1.123 0.0 0.0 0.0 0.200
H 2.296 2.007 -0.378 0.0 0.0 0.0 0.228
H 2.694 3.386 0.614 0.0 0.0 0.0 0.229
F 2.554 -2.072 0.293 0.1 0.2 -0.1 -0.378
C 2.234 -1.019 1.137 0.0 0.3 0.2 0.328
F 2.133 -1.587 2.392 0.1 0.1 0.0 -0.369
C 3.510 -0.164 1.199 -0.1 -0.3 -0.2 0.890
F 3.877 0.219 -0.038 0.0 0.0 0.0 -0.332
F 4.558 -0.830 1.720 0.1 0.0 0.0 -0.331
F 3.334 0.936 1.936 -0.1 0.0 0.1 -0.319
N 1.976 -3.224 -4.921 0.0 0.0 0.0 -0.311
C 1.532 -2.338 -4.340 -0.1 0.2 0.1 0.291
C 0.959 -1.211 -3.645 0.1 -0.2 -0.1 -0.216
C 0.209 -0.266 -4.335 0.0 0.0 -0.1 -0.117
C -0.330 0.792 -3.629 0.0 -0.1 0.0 -0.249
C -0.111 0.858 -2.262 0.1 0.0 -0.1 0.078
N 0.613 -0.050 -1.600 -0.1 0.0 0.0 -0.476
C 1.140 -1.069 -2.275 -0.1 0.0 0.1 0.127
H 0.054 -0.370 -5.401 0.0 0.0 0.0 0.227
H -0.921 1.555 -4.115 0.0 0.0 0.0 0.230
H -0.522 1.670 -1.673 0.0 0.0 0.0 0.236
H 1.698 -1.795 -1.701 0.0 0.0 0.0 0.248
```
Forces are in eV/Å.

Its spin multiplicity is 3. The value obtained for the strongest force on any atom is 0.007 hartree/bohr. Its charge is -1. The HOMO energy (alpha / beta) is -4.79 / -5.48 eV. The calculation puts the energy above the lowest of the compared OMol25 structures with the same formula, charge and spin at 0.0 kJ/mol.

No. 3
Here is a structure of composition C8H10F3NO at a distorted geometry from the Open Molecules 2025 dataset. Energies are from ωB97M-V/def2-TZVPD.

```
23
Properties=species:S:1:pos:R:3:forces:R:3:nbo_charge:R:1
C 1.273 -0.881 -1.922 -0.2 0.2 -0.4 -0.323
C 0.075 -0.513 -1.455 0.2 -0.1 -0.2 -0.140
C 2.332 -1.379 -1.039 0.0 -0.2 0.5 0.543
C 1.879 -1.626 0.387 0.3 0.1 0.2 -0.497
C 0.972 -0.489 0.873 0.1 -0.4 0.0 -0.432
C -0.233 -0.431 -0.027 -1.7 3.2 0.3 -0.201
C -1.221 1.313 0.048 2.1 -3.1 0.4 -0.084
C -1.382 1.560 1.532 -0.2 0.3 0.1 0.933
N -2.400 1.130 -0.691 -0.3 0.1 -0.2 -0.839
O 3.455 -1.619 -1.423 0.0 0.0 -0.1 -0.532
F -2.206 2.601 1.784 -0.1 0.2 -0.2 -0.334
F -0.228 1.844 2.145 0.2 0.0 -0.1 -0.321
F -1.927 0.511 2.176 -0.1 -0.3 -0.1 -0.334
H 1.500 -0.870 -2.979 0.0 0.0 -0.1 0.226
H -0.722 -0.233 -2.131 -0.1 0.0 -0.1 0.225
H 1.327 -2.571 0.396 0.0 0.0 0.0 0.222
H 2.751 -1.737 1.034 0.0 0.0 -0.1 0.235
H 0.682 -0.665 1.910 0.0 0.1 0.0 0.226
H 1.532 0.447 0.826 0.0 0.0 0.0 0.216
H -1.055 -1.077 0.276 0.0 -0.1 0.0 0.223
H -0.535 2.032 -0.394 -0.1 0.0 0.1 0.222
H -3.141 0.692 -0.159 0.0 0.1 -0.1 0.380
H -2.729 1.960 -1.167 0.0 -0.1 0.1 0.385
```
Forces are in eV/Å.

The value obtained for the strongest force on any atom is 0.073 hartree/bohr. The HOMO energy is -9.11 eV. The calculation puts the energy above the lowest of the compared OMol25 structures with the same formula, charge and spin at 0.0 kJ/mol.

No. 4
Here is an isolated molecule of C6H6F3NO4S at a distorted geometry from the Open Molecules 2025 dataset. Energies are from ωB97M-V/def2-TZVPD.

```
21
Properties=species:S:1:pos:R:3:forces:R:3:nbo_charge:R:1
C 0.122 3.246 0.011 -3.1 0.4 0.6 -0.873
S -0.739 1.809 -0.624 1.7 -1.0 -0.2 2.398
O -1.868 1.490 0.145 -1.7 1.0 1.7 -0.938
O -0.983 1.792 -2.033 0.5 0.6 -1.1 -0.980
O 0.375 0.755 -0.249 0.3 -1.3 -1.1 -0.818
C 0.036 -0.792 -0.847 0.6 2.2 1.2 0.673
O -0.008 -0.724 -2.195 0.3 -0.2 0.6 -0.685
N -1.224 -0.992 -0.208 -0.7 -1.9 0.2 -0.426
C -1.325 -1.612 0.919 4.0 0.8 -2.2 0.119
C -0.107 -2.003 1.683 0.9 -0.1 0.2 0.214
F -0.280 -2.331 2.980 -0.2 0.0 -0.1 -0.309
C 1.146 -1.964 1.173 -3.4 1.5 -1.8 0.361
F 2.245 -2.117 1.807 1.5 -0.6 1.1 -0.258
C 1.269 -1.636 -0.317 -2.4 -0.4 0.1 0.111
F 2.449 -1.134 -0.625 1.5 1.3 -0.2 -0.300
H 0.871 3.721 -0.565 1.2 -0.4 -0.6 0.257
H -0.696 4.035 0.040 0.8 -1.0 0.4 0.251
H 0.351 2.870 1.014 0.4 0.7 -0.2 0.262
H -0.584 0.014 -2.533 0.3 -0.5 0.8 0.539
H -2.253 -1.867 1.287 -2.0 -0.2 1.0 0.211
H 1.200 -2.560 -0.865 -0.3 -0.8 -0.3 0.192
```
Forces are in eV/Å.

The value obtained for the strongest force on any atom is 0.090 hartree/bohr. The HOMO energy is -9.82 eV. The calculation puts the energy above the lowest of the compared OMol25 structures with the same formula, charge and spin at 163.5 kJ/mol.

No. 5
Here is a cluster of 2 separate species, CH3FO3P in total at a distorted geometry from the Open Molecules 2025 dataset. Energies are from ωB97M-V/def2-TZVPD.

```
9
Properties=species:S:1:pos:R:3:forces:R:3:nbo_charge:R:1
C -0.540 0.418 0.119 -1.0 -1.0 -0.3 -0.976
O -3.156 1.366 0.340 0.7 -0.6 1.0 -1.023
O -2.834 -1.175 -0.009 0.2 -0.4 0.9 -1.019
O 2.500 0.229 0.914 -2.3 0.9 1.4 -0.653
F 3.577 -0.276 0.180 2.0 -1.0 -1.4 -0.320
P -2.334 0.135 0.416 -0.4 1.1 -2.6 2.146
H -0.250 1.286 0.664 0.3 0.9 -0.1 0.265
H 0.073 -0.394 0.525 0.1 0.0 -0.6 0.309
H -0.572 0.511 -1.027 0.5 -0.1 1.8 0.271
```
Forces are in eV/Å.

The value obtained for the strongest force on any atom is 0.055 hartree/bohr. Its charge is -1. The HOMO energy is -2.75 eV. The calculation puts the energy above the lowest of the compared OMol25 structures with the same formula, charge and spin at 264.2 kJ/mol.